(1)
A 11-piece molecular cluster, C27H73NO16S overall, computed with the ωB97M-V functional and the def2-TZVPD basis.

Last columns: bonded neighbours and bond lengths (Å).
Element x y z (Å)
1 C -1.4387 1.3626 -2.9644  C2 1.518, H16 1.093, H17 1.091, H18 1.093
2 C -0.0181 0.9634 -2.6088  C1 1.518, O3 1.441, H19 1.097, H20 1.094
3 O 0.6035 2.1235 -2.0229  C2 1.441, C4 1.402
4 C 1.8095 1.8235 -1.3739  O3 1.402, C5 1.518, S13 1.804, H21 1.097
5 C 2.8692 1.2617 -2.3046  C4 1.518, C6 1.535, H22 1.090, H23 1.095
6 C 3.1503 2.1798 -3.5019  C5 1.535, C7 1.533, H24 1.095, H25 1.093
7 C 3.1865 3.6707 -3.1453  C6 1.533, C8 1.532, O12 1.448, H26 1.091
8 C 1.9512 4.4588 -3.5923  C7 1.532, O9 1.448, H27 1.092, H28 1.091
9 O 2.2141 4.8112 -4.9721  C8 1.448, N10 1.436
10 N 1.0958 4.4643 -5.8032  O9 1.436, O11 1.159
11 O 1.4024 3.6720 -6.5916  N10 1.159
12 O 3.4846 3.8964 -1.7468  C7 1.448, S13 1.591
13 S 2.4564 3.3499 -0.6631  C4 1.804, O12 1.591, O14 1.429, O15 1.431
14 O 1.4217 4.3089 -0.4331  S13 1.429
15 O 3.2543 2.9495 0.4553  S13 1.431
16 H -1.4691 1.8813 -3.9255  C1 1.093
17 H -2.1125 0.5049 -2.9487  C1 1.091
18 H -1.7809 2.0678 -2.2021  C1 1.093
19 H 0.5596 0.6954 -3.5026  C2 1.097
20 H 0.0058 0.1615 -1.8645  C2 1.094
21 H 1.6367 1.1575 -0.5198  C4 1.097
22 H 2.5766 0.2820 -2.6825  C5 1.090
23 H 3.7932 1.0950 -1.7416  C5 1.095
24 H 2.4095 2.0089 -4.2899  C6 1.095
25 H 4.1126 1.8749 -3.9211  C6 1.093
26 H 4.0162 4.1214 -3.6924  C7 1.091
27 H 1.8323 5.3756 -3.0111  C8 1.092
28 H 1.0476 3.8487 -3.5601  C8 1.091
29 C -1.4698 0.4939 2.6994  C30 1.510, H32 1.090, H33 1.091, H34 1.091
30 C -0.3697 0.3948 1.6695  C29 1.510, O31 1.429, H35 1.091, H36 1.096
31 O -0.8004 0.9919 0.4448  C30 1.429, H37 0.967
32 H -2.3723 -0.0078 2.3491  C29 1.090
33 H -1.1802 0.0523 3.6546  C29 1.091
34 H -1.7108 1.5470 2.8513  C29 1.091
35 H -0.1115 -0.6423 1.4519  C30 1.091
36 H 0.5346 0.9028 2.0244  C30 1.096
37 H -1.0170 1.9115 0.6515  O31 0.967
38 C 2.2866 -2.6806 -5.6968  C39 1.517, H41 1.091, H42 1.091, H43 1.093
39 C 3.4419 -1.8003 -5.2593  C38 1.517, O40 1.427, H44 1.086, H45 1.095
40 O 3.4585 -1.5996 -3.8461  C39 1.427, H46 0.964
41 H 1.3370 -2.2401 -5.3892  C38 1.091
42 H 2.2803 -2.8045 -6.7805  C38 1.091
43 H 2.3524 -3.6715 -5.2396  C38 1.093
44 H 3.3653 -0.8093 -5.6967  C39 1.086
45 H 4.3969 -2.2354 -5.5720  C39 1.095
46 H 3.5538 -2.4608 -3.4243  O40 0.964
47 C 6.9774 1.2860 -7.5245  C48 1.516, H50 1.091, H51 1.091, H52 1.092
48 C 5.8346 1.5494 -6.5635  C47 1.516, O49 1.426, H53 1.090, H54 1.096
49 O 5.4694 0.3799 -5.8344  C48 1.426, H55 0.968
50 H 6.7067 0.4963 -8.2268  C47 1.091
51 H 7.2300 2.1846 -8.0889  C47 1.091
52 H 7.8676 0.9589 -6.9824  C47 1.092
53 H 4.9396 1.8608 -7.1019  C48 1.090
54 H 6.1046 2.3492 -5.8650  C48 1.096
55 H 6.2466 0.0931 -5.3342  O49 0.968
56 C -4.1196 4.3206 0.3992  C57 1.517, H59 1.091, H60 1.091, H61 1.092
57 C -3.6805 4.0015 1.8157  C56 1.517, O58 1.424, H62 1.090, H63 1.095
58 O -2.3000 3.6571 1.8809  C57 1.424, H64 0.966
59 H -3.9311 3.4686 -0.2559  C56 1.091
60 H -5.1831 4.5615 0.3634  C56 1.091
61 H -3.5595 5.1729 0.0080  C56 1.092
62 H -4.2259 3.1403 2.2016  C57 1.090
63 H -3.8762 4.8537 2.4741  C57 1.095
64 H -1.7965 4.4153 1.5564  O58 0.966
65 C 0.2634 7.3363 -0.4269  C66 1.515, H68 1.089, H69 1.092, H70 1.092
66 C -0.8433 7.8707 0.4591  C65 1.515, O67 1.429, H71 1.090, H72 1.095
67 O -1.2415 6.9162 1.4453  C66 1.429, H73 0.964
68 H -0.0497 6.4245 -0.9343  C65 1.089
69 H 0.5565 8.0752 -1.1756  C65 1.092
70 H 1.1419 7.0846 0.1707  C65 1.092
71 H -1.7358 8.1009 -0.1219  C66 1.090
72 H -0.5220 8.7894 0.9615  C66 1.095
73 H -0.4657 6.7159 1.9809  O67 0.964
74 C 7.2659 -3.1937 -2.9434  C75 1.516, H77 1.090, H78 1.091, H79 1.093
75 C 7.1645 -1.7444 -3.3782  C74 1.516, O76 1.430, H80 1.089, H81 1.096
76 O 7.8973 -1.4958 -4.5805  C75 1.430, H82 0.964
77 H 8.3083 -3.4701 -2.7818  C74 1.090
78 H 6.7111 -3.3653 -2.0199  C74 1.091
79 H 6.8643 -3.8570 -3.7142  C74 1.093
80 H 7.5819 -1.0881 -2.6161  C75 1.089
81 H 6.1148 -1.4682 -3.5292  C75 1.096
82 H 7.5346 -2.0637 -5.2699  O76 0.964
83 C -5.4198 -2.3835 1.9344  C84 1.516, H86 1.091, H87 1.091, H88 1.093
84 C -4.4974 -3.0866 2.9102  C83 1.516, O85 1.435, H89 1.088, H90 1.093
85 O -3.6742 -2.1460 3.6153  C84 1.435, H91 0.964
86 H -4.8409 -1.8019 1.2157  C83 1.091
87 H -6.0324 -3.1042 1.3914  C83 1.091
88 H -6.0841 -1.6917 2.4592  C83 1.093
89 H -3.8275 -3.7614 2.3824  C84 1.088
90 H -5.0723 -3.6724 3.6323  C84 1.093
91 H -4.2577 -1.5489 4.0967  O85 0.964
92 C -3.2281 -8.2403 2.3561  C93 1.517, H95 1.091, H96 1.091, H97 1.093
93 C -3.8991 -6.9365 2.7432  C92 1.517, O94 1.426, H98 1.089, H99 1.095
94 O -4.2468 -6.1532 1.6033  C93 1.426, H100 0.963
95 H -2.3303 -8.0450 1.7685  C92 1.091
96 H -2.9500 -8.8145 3.2409  C92 1.091
97 H -3.8961 -8.8540 1.7465  C92 1.093
98 H -3.2295 -6.3173 3.3390  C93 1.089
99 H -4.7948 -7.1315 3.3418  C93 1.095
100 H -4.8567 -6.6641 1.0608  O94 0.963
101 C -1.8290 -3.6591 7.2083  C102 1.516, H104 1.091, H105 1.092, H106 1.093
102 C -2.5212 -4.7848 6.4658  C101 1.516, O103 1.424, H107 1.090, H108 1.096
103 O -3.5287 -4.2864 5.5911  C102 1.424, H109 0.968
104 H -2.5581 -3.0775 7.7748  C101 1.091
105 H -1.0737 -4.0353 7.9006  C101 1.092
106 H -1.3411 -2.9753 6.5098  C101 1.093
107 H -3.0249 -5.4545 7.1633  C102 1.090
108 H -1.7917 -5.3728 5.8966  C102 1.096
109 H -3.1061 -3.6938 4.9525  O103 0.968
110 C -5.8218 -3.1985 9.8369  C111 1.517, H113 1.091, H114 1.091, H115 1.093
111 C -5.8035 -1.8099 9.2254  C110 1.517, O112 1.422, H116 1.089, H117 1.096
112 O -4.8718 -1.7101 8.1552  C111 1.422, H118 0.965
113 H -4.8279 -3.4654 10.1985  C110 1.091
114 H -6.5240 -3.2518 10.6703  C110 1.091
115 H -6.1151 -3.9433 9.0932  C110 1.093
116 H -5.4951 -1.0697 9.9628  C111 1.089
117 H -6.8043 -1.5390 8.8715  C111 1.096
118 H -5.1208 -2.3498 7.4772  O112 0.965

2S+1 = 1
Maximum force = 0.025 Eh/bohr
Energy = -2729.09031 hartree
SMILES string = CCO[C@H]1CC[C@@H](CON=O)OS1(=O)=O.CCO.CCO.CCO.CCO.CCO.CCO.CCO.CCO.CCO.CCO



(2)
A 2-piece molecular cluster, C19H18F6N8O3 overall, computed with the ωB97M-V functional and the def2-TZVPD basis.

Last columns: bonded neighbours and bond lengths (Å).
Element x y z (Å)
1 O -0.9412 0.2544 0.3142  C2 1.233
2 C -0.5304 0.6834 1.3951  O1 1.233, N3 1.370, N10 1.396
3 N -0.0185 -0.1307 2.3716  C2 1.370, C4 1.454, H25 1.013
4 C 0.3540 -1.5064 2.0841  N3 1.454, C5 1.534, H26 1.099, H27 1.100
5 C 1.6641 -1.5956 1.2903  C4 1.534, C6 1.539, N9 1.451, H28 1.103
6 C 2.9549 -1.5290 2.1256  C5 1.539, C7 1.543, H29 1.093, H30 1.098
7 C 3.8878 -2.6061 1.5342  C6 1.543, C8 1.534, H31 1.092, H32 1.093
8 C 3.0174 -3.5048 0.6466  C7 1.534, N9 1.466, H33 1.098, H34 1.100
9 N 1.7319 -2.8148 0.5069  C5 1.451, C8 1.466, H35 1.019
10 N -0.5385 2.0226 1.7898  C2 1.396, C11 1.391, H36 1.012
11 C -0.8454 3.1075 0.9743  N10 1.391, C12 1.411, C24 1.404
12 C -0.5141 4.4051 1.4190  C11 1.411, C13 1.391, H37 1.087
13 C -0.8317 5.5054 0.6288  C12 1.391, C14 1.509, C18 1.394
14 C -0.4485 6.8962 1.0704  C13 1.509, F15 1.370, F16 1.365, F17 1.373
15 F -1.4651 7.7859 0.8409  C14 1.370
16 F -0.1431 6.9594 2.3993  C14 1.365
17 F 0.6462 7.3562 0.3804  C14 1.373
18 C -1.5006 5.3565 -0.5854  C13 1.394, C19 1.394, H38 1.083
19 C -1.8205 4.0711 -1.0182  C18 1.394, C20 1.508, C24 1.392
20 C -2.5620 3.9128 -2.3217  C19 1.508, F21 1.365, F22 1.372, F23 1.372
21 F -2.8483 2.6101 -2.6119  C20 1.365
22 F -3.7512 4.5965 -2.3017  C20 1.372
23 F -1.8337 4.4141 -3.3707  C20 1.372
24 C -1.4680 2.9487 -0.2743  C11 1.404, C19 1.392, H39 1.081
25 H 0.3179 0.2913 3.2294  N3 1.013
26 H 0.4842 -2.0087 3.0531  C4 1.099
27 H -0.4573 -2.0139 1.5417  C4 1.100
28 H 1.6735 -0.7753 0.5524  C5 1.103
29 H 3.3791 -0.5227 2.0715  C6 1.093
30 H 2.7286 -1.7572 3.1754  C6 1.098
31 H 4.6845 -2.1663 0.9304  C7 1.092
32 H 4.3470 -3.1900 2.3365  C7 1.093
33 H 3.4428 -3.6511 -0.3552  C8 1.098
34 H 2.8464 -4.4953 1.0929  C8 1.100
35 H 0.9434 -3.4379 0.6761  N9 1.019
36 H -0.0902 2.2181 2.6753  N10 1.012
37 H -0.0043 4.5383 2.3700  C12 1.087
38 H -1.7689 6.2249 -1.1737  C18 1.083
39 H -1.6619 1.9540 -0.6499  C24 1.081
40 O 0.7402 -0.6276 -2.4933  N41 1.258
41 N -0.0378 -1.2771 -3.2390  O40 1.258, O42 1.249, C43 1.426
42 O -0.4629 -0.8428 -4.3308  N41 1.249
43 C -0.4071 -2.5634 -2.7466  N41 1.426, C44 1.431, C51 1.380
44 C -1.1764 -3.5158 -3.4879  C43 1.431, C45 1.379, H52 1.089
45 C -1.7134 -4.6143 -2.8505  C44 1.379, C46 1.420, H53 1.087
46 C -1.5698 -4.7332 -1.4426  C45 1.420, N47 1.350, N50 1.383
47 N -2.0946 -5.5560 -0.5094  C46 1.350, N48 1.368
48 N -1.6162 -5.1165 0.6946  N47 1.368, N49 1.302
49 N -0.8457 -4.0773 0.5442  N48 1.302, N50 1.372
50 N -0.7698 -3.8070 -0.7987  C46 1.383, N49 1.372, C51 1.373
51 C -0.0916 -2.7890 -1.4222  C43 1.380, N50 1.373, H54 1.086
52 H -1.3059 -3.3269 -4.5529  C44 1.089
53 H -2.2869 -5.3984 -3.3384  C45 1.087
54 H 0.5776 -2.1617 -0.8402  C51 1.086

2S+1 = 1
Maximum force = 0.069 Eh/bohr
Energy = -1997.69994 hartree
SMILES string = O=C(NC[C@H]1CCCN1)Nc1cc(C(F)(F)F)cc(C(F)(F)F)c1.O=[N+]([O-])c1ccc2nnnn2c1



(3)
One molecule with the formula C3H3FO2S, computed with the ωB97M-V functional and the def2-TZVPD basis.

Last columns: bonded neighbours and bond lengths (Å).
Element x y z (Å)
1 O -0.1206 -1.8954 0.7099  C2 1.202
2 C -0.0137 -0.8066 0.2123  O1 1.202, C3 1.513, C5 1.525
3 C 1.1688 -0.4137 -0.6458  C2 1.513, F4 1.377, H8 1.065, H9 1.105
4 F 0.8567 0.6204 -1.5002  C3 1.377
5 C -1.0616 0.2836 0.4123  C2 1.525, O6 1.335, S7 1.622
6 O -0.4726 1.3887 0.8755  C5 1.335, H10 0.996
7 S -2.6449 0.0885 0.1191  C5 1.622
8 H 1.4742 -1.2679 -1.2034  C3 1.065
9 H 1.9925 -0.0749 0.0083  C3 1.105
10 H -1.1789 2.0775 1.0120  O6 0.996

2S+1 = 1
Maximum force = 0.022 Eh/bohr
Energy = -764.61888 hartree
SMILES string = O=C(CF)C(O)=S



(4)
One molecule with the formula C26H26N4O4S, computed with the ωB97M-V functional and the def2-TZVPD basis.

Last columns: bonded neighbours and bond lengths (Å).
Element x y z (Å)
1 C -6.6264 -1.9555 1.0198  O2 1.406, H36 1.095, H37 1.089, H38 1.095
2 O -5.5877 -1.9599 0.0718  C1 1.406, C3 1.359
3 C -4.3020 -1.9662 0.5123  O2 1.359, C4 1.393, C35 1.392
4 C -3.9194 -1.9621 1.8512  C3 1.393, C5 1.385, H39 1.078
5 C -2.5726 -2.0029 2.1708  C4 1.385, C6 1.381, H40 1.080
6 C -1.5993 -2.0223 1.1920  C5 1.381, C7 1.398, H41 1.079
7 C -1.9767 -1.9858 -0.1540  C6 1.398, N8 1.392, C35 1.388
8 N -1.0474 -2.0195 -1.1899  C7 1.392, C9 1.359, H42 1.011
9 C 0.2378 -1.5795 -1.2122  N8 1.359, S10 1.648, N11 1.366
10 S 1.2028 -1.9805 -2.4869  C9 1.648
11 N 0.6059 -0.7618 -0.1816  C9 1.366, C12 1.389, H43 1.010
12 C 1.8805 -0.4517 0.2738  N11 1.389, C13 1.388, C20 1.411
13 C 2.9443 -1.3241 0.0921  C12 1.388, C14 1.390, H44 1.077
14 C 4.2110 -1.0010 0.5658  C13 1.390, C15 1.476, C18 1.392
15 C 5.3585 -1.9105 0.3761  C14 1.476, O16 1.208, O17 1.341
16 O 6.4959 -1.6527 0.6902  C15 1.208
17 O 5.0255 -3.0844 -0.1795  C15 1.341, H45 0.970
18 C 4.4164 0.2027 1.2331  C14 1.392, C19 1.380, H46 1.079
19 C 3.3555 1.0596 1.4411  C18 1.380, C20 1.392, H47 1.079
20 C 2.0780 0.7517 0.9826  C12 1.411, C19 1.392, N21 1.412
21 N 0.9975 1.6487 1.1305  C20 1.412, C22 1.452, C26 1.447
22 C 0.0010 1.3626 2.1466  N21 1.452, C23 1.536, H48 1.092, H49 1.105
23 C -1.2960 2.1335 1.8586  C22 1.536, C24 1.526, C34 1.523, H50 1.094
24 C -1.0055 3.6298 1.7876  C23 1.526, C25 1.523, H51 1.092, H52 1.092
25 C 0.0408 3.8189 0.6968  C24 1.523, C26 1.541, C27 1.506, H53 1.093
26 C 1.3175 3.0593 1.1081  N21 1.447, C25 1.541, H54 1.091, H55 1.103
27 C -0.3885 3.2373 -0.6240  C25 1.506, C28 1.366, N33 1.354
28 C 0.1753 3.6884 -1.7835  C27 1.366, C29 1.406, H56 1.077
29 C -0.0981 3.0315 -2.9966  C28 1.406, C30 1.356, H57 1.080
30 C -0.9100 1.9455 -3.0083  C29 1.356, C31 1.431, H58 1.078
31 C -1.5372 1.4667 -1.8140  C30 1.431, O32 1.224, N33 1.406
32 O -2.2993 0.5112 -1.7492  C31 1.224
33 N -1.2266 2.1739 -0.6396  C27 1.354, C31 1.406, C34 1.456
34 C -1.9524 1.7340 0.5434  C23 1.523, N33 1.456, H59 1.095, H60 1.098
35 C -3.3260 -1.9809 -0.4803  C3 1.392, C7 1.388, H61 1.077
36 H -6.5944 -2.8453 1.6571  C1 1.095
37 H -7.5505 -1.9599 0.4440  C1 1.089
38 H -6.5970 -1.0581 1.6467  C1 1.095
39 H -4.6497 -1.9450 2.6437  C4 1.078
40 H -2.2786 -2.0298 3.2100  C5 1.080
41 H -0.5601 -2.1083 1.4682  C6 1.079
42 H -1.3998 -2.3276 -2.0863  N8 1.011
43 H -0.1322 -0.1683 0.1697  N11 1.010
44 H 2.7972 -2.2491 -0.4392  C13 1.077
45 H 5.8194 -3.6281 -0.2977  O17 0.970
46 H 5.4058 0.4421 1.5897  C18 1.079
47 H 3.5195 1.9835 1.9743  C19 1.079
48 H -0.1989 0.2902 2.1875  C22 1.092
49 H 0.3667 1.6654 3.1448  C22 1.105
50 H -2.0034 1.9148 2.6643  C23 1.094
51 H -0.6204 3.9987 2.7401  C24 1.092
52 H -1.9159 4.1837 1.5515  C24 1.092
53 H 0.2806 4.8771 0.5661  C25 1.093
54 H 2.1048 3.2261 0.3713  C26 1.091
55 H 1.6557 3.4365 2.0877  C26 1.103
56 H 0.8425 4.5341 -1.7590  C28 1.077
57 H 0.3558 3.3903 -3.9081  C29 1.080
58 H -1.1290 1.3999 -3.9118  C30 1.078
59 H -2.0860 0.6500 0.4664  C34 1.095
60 H -2.9594 2.1692 0.4974  C34 1.098
61 H -3.6375 -1.9573 -1.5110  C35 1.077

2S+1 = 1
Maximum force = 0.017 Eh/bohr
Energy = -1924.61151 hartree
SMILES string = COc1cccc(NC(=S)Nc2cc(C(=O)O)ccc2N2C[C@H]3C[C@@H](C2)c2cccc(=O)n2C3)c1